No. 1
{
  "formula": "H4N2O",
  "method": "wB97M-V/def2-TZVPD",
  "e_homo_ev": -9.595,
  "e_above_lowest_ev": 1.172,
  "lumo_ev": -0.128,
  "smiles": "N=O.N",
  "gap_ha": 0.348,
  "species": ["O", "N", "N", "H", "H", "H", "H"],
  "positions_angstrom": [[-2.179, 0.146, -0.441], [1.782, -0.270, -0.171], [-2.446, 0.888, 0.429], [1.133, 0.414, -0.475], [-2.355, 0.300, 1.302], [1.545, -1.174, 0.229], [2.519, -0.303, -0.872]],
  "forces_ev_per_angstrom": [[0.44, -0.94, -2.23], [1.88, -0.19, -0.01], [-0.22, 0.38, 1.64], [-1.18, -0.15, 0.15], [-0.20, 0.56, 0.59], [-0.45, 0.74, -0.59], [-0.25, -0.41, 0.45]],
  "nbo_charge": [-0.2463, -1.1162, 0.0086, 0.3720, 0.2379, 0.3805, 0.3635]
}

***

No. 2
{
  "formula": "CH5N2O",
  "method": "wB97M-V/def2-TZVPD",
  "e_homo_ev": [-2.616, -1.785],
  "total_charge": -1,
  "e_above_lowest_ev": 5.063,
  "lumo_ev": [4.907, 4.939],
  "gap_ha": [0.276, 0.247],
  "species": ["O", "N", "N", "C", "H", "H", "H", "H", "H"],
  "positions_angstrom": [[0.473, 0.412, -1.609], [1.635, -0.051, -1.054], [0.168, -0.338, 1.194], [-0.879, 0.028, 0.484], [0.656, 0.384, 1.612], [-0.371, 0.433, -0.727], [-1.492, 0.924, 0.916], [-1.508, -0.723, 0.036], [1.318, -1.070, -0.853]],
  "forces_ev_per_angstrom": [[0.89, 0.17, 0.18], [-2.41, -1.51, 0.12], [0.18, -3.23, -0.92], [-1.41, 2.64, 0.71], [0.85, 2.03, 1.02], [0.38, 0.11, -0.07], [0.67, -0.96, -1.08], [-0.40, -0.70, 0.21], [1.26, 1.45, -0.17]],
  "nbo_charge": [-0.5918, -0.4159, -0.7440, -0.3976, 0.3110, 0.3231, 0.1108, 0.1502, 0.2542]
}

***

No. 3
{
  "formula": "C26H30ClF8N2O14P3S3",
  "method": "wB97M-V/def2-TZVPD",
  "e_homo_ev": -8.687,
  "e_above_lowest_ev": 31.363,
  "lumo_ev": -2.884,
  "smiles": "O=C(O)CCc1cc2c(c([PH2]=S)c1Cl)Nc1c(C(=O)NC(=O)F)ccc(S(=O)(=O)C(F)(F)C(F)(F)C(F)(F)F)c1S2.COP(=O)(OC)OC.COP(=O)(OC)OC",
  "gap_ha": 0.213,
  "species": ["Cl", "S", "S", "S", "P", "P", "P", "F", "F", "F", "F", "F", "F", "F", "F", "O", "O", "O", "O", "O", "O", "O", "O", "O", "O", "O", "O", "O", "O", "N", "N", "C", "C", "C", "C", "C", "C", "C", "C", "C", "C", "C", "C", "C", "C", "C", "C", "C", "C", "C", "C", "C", "C", "C", "C", "C", "C", "H", "H", "H", "H", "H", "H", "H", "H", "H", "H", "H", "H", "H", "H", "H", "H", "H", "H", "H", "H", "H", "H", "H", "H", "H", "H", "H", "H", "H", "H"],
  "positions_angstrom": [[7.131, 1.396, 1.107], [4.838, 5.803, -0.195], [-1.197, 0.291, -4.789], [2.320, 1.135, -3.906], [4.704, 4.133, 0.795], [-8.734, -1.149, -1.929], [3.652, -2.888, 5.957], [-4.072, -0.503, -3.624], [-1.566, -2.494, -5.002], [-3.556, -2.818, -3.396], [-0.506, -1.673, -3.029], [1.228, 8.306, -0.519], [-2.450, -2.541, -0.908], [-4.273, -1.008, -1.041], [-2.068, -0.098, -1.100], [4.086, -3.026, -0.425], [-8.277, -1.283, -3.593], [3.739, -1.512, 5.288], [-9.271, 0.262, -2.190], [5.004, -2.486, 6.959], [1.347, 5.472, 0.427], [4.561, -1.424, 1.445], [-1.069, 8.942, -0.878], [2.300, -3.290, 4.955], [-9.931, -2.251, -2.195], [2.636, -2.806, 7.253], [-2.380, 0.913, -5.629], [-9.191, -1.015, -0.266], [-0.087, -0.011, -5.872], [-0.787, 6.549, -0.399], [2.618, 3.741, -1.772], [-6.956, -0.847, -3.843], [6.576, -2.349, -0.036], [1.218, 3.296, -2.132], [5.855, 0.038, -1.238], [6.954, -1.174, -1.115], [4.731, 2.608, -0.384], [-0.692, 1.641, -3.575], [4.695, 0.000, -2.409], [-2.872, -1.259, -1.548], [-0.201, 7.927, -0.616], [-1.903, 2.537, -2.851], [3.623, 1.230, -2.560], [5.524, -3.590, 7.677], [0.841, 2.060, -3.176], [-8.677, -2.053, 0.547], [-3.008, -1.427, -3.174], [5.822, 1.358, -0.229], [2.708, -1.697, 8.131], [-11.241, -1.992, -1.721], [0.262, 5.456, -0.396], [4.970, -2.295, 0.295], [2.672, -3.923, 3.747], [-1.578, 3.784, -1.785], [-1.606, -1.356, -4.008], [3.583, 2.590, -1.601], [-0.021, 4.179, -1.437], [6.279, -3.228, 8.380], [5.835, 4.000, 1.684], [3.513, 4.117, 1.615], [7.190, -2.168, 0.959], [1.697, -1.453, 8.473], [4.733, -4.095, 8.237], [3.032, 4.365, -2.524], [-6.255, -1.464, -3.271], [-6.842, 0.203, -3.560], [5.431, -1.199, 1.913], [6.851, -3.387, -0.550], [-1.371, 6.531, 0.470], [5.989, -4.293, 6.981], [-3.043, 2.298, -3.082], [7.171, -1.567, -2.210], [7.974, -0.680, -0.746], [-11.433, -0.925, -1.584], [1.771, -4.141, 3.171], [3.137, -0.812, 7.654], [3.325, -3.270, 3.161], [-7.592, -1.952, 0.626], [4.683, -0.953, -3.117], [-6.743, -0.958, -4.907], [-11.385, -2.514, -0.773], [3.308, -1.971, 9.002], [-8.926, -3.032, 0.130], [3.189, -4.861, 3.972], [-9.119, -1.971, 1.543], [-2.471, 4.358, -1.290], [-11.961, -2.387, -2.444]],
  "forces_ev_per_angstrom": [[-2.06, 0.00, -1.95], [0.05, -0.14, 0.01], [0.85, 3.85, -9.27], [-0.46, 0.93, 1.91], [0.30, 0.03, -0.96], [-8.73, 4.75, -2.94], [-3.91, 9.55, 1.04], [3.90, -2.70, 1.26], [-0.24, 4.47, 3.24], [1.64, 4.52, 0.88], [-3.40, 1.10, -2.86], [-4.51, -2.27, -0.36], [-1.13, 4.96, -2.33], [4.73, -0.81, -1.62], [-2.63, -4.39, -1.70], [5.61, 5.24, 5.03], [1.68, -2.32, 2.27], [1.23, -1.43, -0.24], [1.58, -0.49, 0.94], [0.08, -2.95, -1.33], [-7.47, -0.04, -5.62], [2.69, -2.51, -2.79], [6.43, -7.35, 1.92], [1.78, -2.86, 1.58], [1.65, -0.41, -0.64], [-0.14, -1.45, -1.09], [3.18, -2.68, 4.58], [2.94, -1.24, -0.55], [-3.10, 0.48, 5.37], [3.70, 0.95, -0.03], [-0.06, -2.80, -1.78], [0.64, 0.09, -0.11], [-0.51, 0.10, -0.20], [-3.82, 0.05, -0.25], [-2.87, 3.04, -0.66], [0.52, 1.61, -0.16], [-0.42, -3.29, -2.12], [0.44, 3.84, 4.14], [0.52, 2.76, 2.77], [-1.51, -0.12, 3.15], [-4.64, 6.57, -0.84], [2.93, 0.90, 0.98], [1.78, 0.86, 2.71], [0.44, -0.28, 0.47], [-1.33, 1.34, 1.66], [0.07, -0.33, 0.61], [-2.80, -1.87, -0.65], [-2.41, -0.51, -3.00], [0.34, 0.25, 0.56], [-0.40, -0.05, 0.56], [5.28, -1.54, 3.55], [-3.68, -2.93, -2.07], [0.20, -0.35, -0.69], [3.19, -2.33, -2.10], [1.47, -4.20, 1.16], [3.41, -3.93, 0.84], [-1.08, -2.32, -1.97], [-0.09, 0.01, -0.13], [-0.92, -0.52, -0.41], [0.78, -0.62, -0.45], [-1.29, -0.50, -2.10], [0.06, -0.27, -0.20], [0.03, -0.08, 0.09], [-0.77, -0.73, 1.16], [0.11, 0.16, -0.33], [0.04, 0.02, -0.01], [-1.71, -0.26, -0.88], [-0.82, 2.24, 1.48], [0.74, 0.28, -1.00], [0.16, -0.09, 0.25], [2.80, 0.50, 0.42], [-0.75, 0.61, 2.41], [-2.27, -0.99, -0.85], [0.20, -0.06, -0.03], [0.06, 0.07, 0.15], [0.02, -0.18, -0.11], [-0.04, -0.01, -0.06], [-0.04, -0.17, 0.26], [-0.21, 2.42, 1.63], [-0.12, -0.04, 0.11], [-0.13, 0.11, 0.01], [0.00, 0.17, 0.01], [0.01, -0.11, 0.06], [-0.17, -0.07, -0.36], [0.05, 0.06, -0.14], [1.98, -1.25, -1.22], [0.34, -0.04, -0.04]],
  "lowdin_charge": [0.5116, 0.0863, 0.8548, 0.8799, 0.3143, 0.7494, 0.7469, 0.0271, 0.0263, 0.0272, 0.0004, 0.0122, 0.0539, 0.0161, 0.0521, -0.0378, -0.2365, -0.2757, -0.2721, -0.2775, -0.0309, -0.0119, -0.0009, -0.2395, -0.2805, -0.2800, -0.3492, -0.2749, -0.3650, 0.0972, -0.0280, -0.1698, -0.1041, -0.0859, -0.1472, -0.1829, -0.2583, -0.2121, 0.0075, -0.1352, -0.1890, 0.0141, -0.3659, -0.1615, -0.3080, -0.1595, -0.1090, -0.4439, -0.1148, -0.1154, -0.2064, -0.2772, -0.1517, 0.0172, -0.2235, -0.1499, 0.0283, 0.0916, -0.0395, -0.0133, 0.1252, 0.0942, 0.0801, 0.1441, 0.0573, 0.0822, 0.1045, 0.1423, 0.1594, 0.0794, 0.1147, 0.1299, 0.1095, 0.0898, 0.0941, 0.0893, 0.0644, 0.0771, 0.1231, 0.0962, 0.0837, 0.0841, 0.0799, 0.0781, 0.0915, 0.1019, 0.0938]
}

***

No. 4
{
  "formula": "C31H26N6O6S6Sr",
  "method": "wB97M-V/def2-TZVPD",
  "e_homo_ev": [0.276, 0.277],
  "total_charge": -2,
  "e_above_lowest_ev": 1.556,
  "lumo_ev": [2.565, 2.565],
  "gap_ha": [0.084, 0.084],
  "species": ["Sr", "S", "S", "S", "S", "S", "S", "O", "O", "O", "O", "O", "O", "N", "N", "N", "N", "N", "N", "C", "C", "C", "C", "C", "C", "C", "C", "C", "C", "C", "C", "C", "C", "C", "C", "C", "C", "C", "C", "C", "C", "C", "C", "C", "C", "C", "C", "C", "C", "C", "H", "H", "H", "H", "H", "H", "H", "H", "H", "H", "H", "H", "H", "H", "H", "H", "H", "H", "H", "H", "H", "H", "H", "H", "H", "H"],
  "positions_angstrom": [[-0.858, 0.662, -0.602], [-1.032, 3.542, 2.985], [-1.400, 0.414, 4.223], [7.451, 2.671, -2.061], [-0.391, 3.985, 8.712], [-0.953, 1.691, 6.862], [-0.632, 4.367, 5.761], [-1.922, 1.940, -2.420], [-2.473, 1.983, 0.554], [-0.872, 3.955, -2.235], [-4.156, 1.263, -2.668], [-2.649, -0.279, -1.762], [-5.182, -4.241, -1.715], [1.549, 1.096, -2.307], [1.895, 1.753, 0.297], [-3.381, -2.972, -2.393], [6.289, 2.141, -3.071], [-2.711, -1.805, 1.511], [6.604, 2.751, -0.673], [3.681, 1.219, -4.178], [1.534, -3.767, 0.076], [4.247, 2.279, -0.020], [-3.199, 0.926, -1.791], [-3.591, 1.580, -0.381], [2.412, 0.784, -4.545], [-1.119, 1.752, 5.142], [5.355, 2.358, -0.950], [-0.937, 3.149, 4.569], [-5.305, -2.146, 0.485], [0.562, -4.900, -0.287], [-4.184, -2.674, -0.178], [1.861, -3.716, 1.571], [2.800, -3.834, -0.794], [-0.645, 3.383, 7.217], [-4.332, -3.377, -1.498], [3.272, 2.457, 2.163], [1.401, 0.722, -3.583], [-1.689, 3.118, -0.063], [2.786, 1.498, -1.922], [2.972, 1.852, -0.523], [-2.920, -2.523, 0.392], [2.068, 2.026, 1.601], [0.875, -2.508, -0.232], [3.881, 1.584, -2.844], [0.365, -1.442, -0.452], [4.391, 2.582, 1.338], [-3.762, -1.272, 2.130], [5.169, 2.013, -2.341], [-5.082, -1.420, 1.651], [-1.466, 3.024, -1.677], [-2.023, -2.873, -0.119], [-0.704, 3.236, 0.462], [-6.286, -2.365, 0.069], [-3.460, -3.363, -3.324], [4.525, 1.264, -4.884], [2.164, 0.488, -5.564], [2.568, -2.886, 1.827], [-0.377, -4.888, 0.323], [1.017, -5.907, -0.133], [0.235, -4.848, -1.344], [-4.109, 0.604, -3.379], [0.946, -3.556, 2.199], [-2.250, 4.059, 0.085], [0.400, 0.394, -3.862], [-4.162, 2.492, -0.585], [1.178, 1.915, 2.233], [3.391, -4.759, -0.589], [-5.903, -0.963, 2.209], [-3.564, -0.695, 3.044], [5.369, 2.899, 1.707], [-2.979, -2.025, -2.306], [3.323, 2.684, 3.237], [-4.242, 0.893, 0.159], [3.464, -2.968, -0.575], [2.555, -3.815, -1.876], [2.346, -4.664, 1.908]],
  "forces_ev_per_angstrom": [[3.23, -1.51, 1.38], [-0.02, 0.92, -2.70], [-0.32, -1.81, -0.89], [-0.60, -0.17, 0.14], [0.24, 0.57, 1.58], [0.21, 1.23, 0.25], [-0.01, -0.96, 1.11], [0.58, 2.11, 2.05], [-0.60, 0.77, -2.62], [-1.25, -2.06, 1.51], [-0.53, -0.77, -0.44], [-2.05, 2.36, -0.90], [0.51, 0.59, -0.05], [0.76, -0.02, -0.62], [0.75, 0.14, 0.22], [-0.33, 0.09, -0.41], [-0.69, 0.03, 0.68], [-0.08, -0.43, -0.24], [-0.58, -0.27, -0.37], [-0.30, -0.16, -0.12], [-0.24, 0.35, -0.23], [-0.78, -0.39, -0.38], [1.07, -1.20, 1.90], [0.87, 1.23, -0.05], [0.22, -0.02, -0.03], [0.81, 5.16, -1.09], [0.50, 0.11, -0.66], [-0.37, -4.30, 3.73], [0.76, -0.27, 0.04], [-0.53, -1.06, 0.24], [-0.28, -0.11, 0.31], [0.39, -0.44, 1.18], [0.86, -0.38, 0.02], [-0.32, -0.70, -2.17], [0.07, -0.14, 0.17], [0.87, 0.11, -0.09], [0.00, 0.47, 0.53], [-1.11, -0.23, -0.80], [-0.02, -0.12, -1.31], [0.35, 0.54, 1.72], [-0.22, 1.03, 0.10], [-0.64, -0.11, -0.32], [0.60, -1.18, 0.07], [-0.77, -0.33, 0.45], [-0.56, 1.02, -0.51], [-0.69, -0.07, 0.35], [-0.59, 0.02, -0.13], [1.05, 0.32, 0.19], [0.10, -0.09, 0.07], [0.13, 1.20, -1.63], [-0.13, -0.07, 0.17], [-0.84, -0.37, -0.27], [0.06, 0.28, 0.14], [0.02, 0.07, 0.26], [-0.54, 0.01, 0.37], [0.22, 0.06, 0.22], [-0.61, -0.58, -0.43], [0.82, 0.23, -0.33], [-0.11, 0.54, -0.05], [0.31, 0.15, 0.45], [-0.02, 0.11, 0.04], [0.70, -0.13, -0.70], [0.28, -0.51, 0.02], [0.17, 0.03, 0.05], [0.08, -0.11, -0.08], [0.24, 0.10, -0.17], [-0.38, 0.45, -0.10], [0.24, -0.18, -0.19], [0.09, -0.15, -0.40], [-0.37, -0.08, -0.06], [-0.19, -0.62, 0.14], [-0.09, -0.15, -0.60], [0.37, -0.19, 0.05], [-0.48, -0.47, -0.14], [0.02, 0.03, 0.61], [-0.28, 0.46, -0.19]],
  "lowdin_charge": [1.4641, 0.4470, 0.3937, 0.9432, 0.3252, 0.8074, 0.7983, -0.1335, -0.3219, 0.0619, 0.0966, -0.2551, 0.0157, 0.1076, 0.1125, 0.1680, -0.2427, 0.0993, -0.2358, -0.0068, -0.6673, -0.0960, -0.6210, -0.0369, -0.0496, -1.3080, -0.2915, -1.3022, -0.0224, -0.0763, -0.1475, -0.0703, -0.0800, -1.5679, -0.5031, -0.0173, -0.1054, -0.1739, -0.1215, -0.1337, -0.0946, -0.0903, -0.2749, -0.0912, -0.1910, -0.0017, -0.1497, -0.2909, -0.0684, -0.4923, 0.0919, 0.0552, 0.1121, 0.1033, 0.1184, 0.1016, 0.0918, 0.0854, 0.0750, 0.0810, 0.1333, 0.0999, 0.1337, 0.1157, 0.1340, 0.0769, 0.0755, 0.0992, 0.0412, 0.1146, 0.0671, 0.1226, 0.1227, 0.0837, 0.0807, 0.0755]
}